1.
Density functional theory data (wB97M-V/def2-TZVPD) for C29H37IrN4O2PS2 as an isolated structure.

```
76
Properties=species:S:1:pos:R:3:forces:R:3:lowdin_charge:R:1
Ir 1.598 -1.844 0.227 -2.047 0.324 0.489 1.00
C 4.930 0.822 0.072 -0.066 -0.101 -0.106 0.01
C 3.750 -0.029 -0.264 -1.443 0.288 3.574 -0.22
N 2.772 -0.312 0.658 1.816 -0.030 -2.470 -0.15
N 2.901 0.134 1.947 0.936 1.003 0.306 0.01
C 2.114 -0.355 2.913 -1.284 -0.594 0.128 -0.75
N 2.147 0.153 4.161 0.390 -0.283 -0.758 0.14
S 0.954 -1.557 2.517 0.371 -0.189 -0.298 0.72
C 3.562 -0.648 -1.517 -0.605 -1.213 -2.621 -0.21
C 4.327 -0.390 -2.684 -0.385 0.217 1.596 0.03
C 4.034 -1.036 -3.856 -0.734 -0.799 -0.475 0.00
C 2.977 -1.954 -3.888 0.835 0.659 0.025 0.02
C 2.273 -2.190 -2.727 -0.321 -0.221 0.131 -0.07
N 2.533 -1.566 -1.580 0.430 0.368 -0.135 -0.05
H 5.400 0.497 1.002 0.019 -0.036 0.006 0.10
H 4.669 1.879 0.162 -0.090 0.026 0.009 0.11
H 5.679 0.734 -0.708 0.074 0.052 0.069 0.09
H 3.658 0.787 2.145 -0.285 -0.158 -0.039 0.16
H 2.946 0.664 4.504 0.034 0.140 -0.014 0.13
H 1.599 -0.323 4.862 0.000 -0.052 -0.026 0.12
H 5.140 0.317 -2.649 0.058 0.070 0.020 0.12
H 4.616 -0.849 -4.744 0.073 0.056 -0.088 0.13
H 2.725 -2.485 -4.789 -0.056 -0.087 -0.110 0.13
H 1.472 -2.914 -2.715 -0.070 -0.034 0.147 0.12
O 1.062 -5.631 -1.223 0.744 0.113 0.262 0.11
C 0.510 -4.689 -0.711 -2.722 -1.039 -1.298 -0.62
O 1.047 -3.715 -0.090 1.755 0.979 1.144 -0.27
C -1.018 -4.625 -0.781 0.469 0.433 -0.092 -0.14
C -1.711 -5.817 -0.892 -0.506 0.020 -0.043 0.00
C -3.096 -5.819 -1.006 0.171 0.078 0.037 -0.04
C -3.794 -4.615 -1.031 0.103 -0.356 -0.146 -0.06
C -3.116 -3.421 -0.929 0.659 0.546 0.313 -0.11
C -1.715 -3.406 -0.785 -0.053 -1.576 0.262 -0.56
S -0.987 -1.849 -0.676 2.289 0.958 0.131 0.87
H -1.151 -6.739 -0.877 0.053 -0.077 -0.062 0.13
H -3.625 -6.756 -1.083 -0.071 -0.072 0.028 0.11
H -4.870 -4.611 -1.129 -0.044 0.002 -0.044 0.11
H -3.640 -2.476 -0.961 -0.170 0.033 0.062 0.09
C -0.888 2.360 3.269 -0.061 -0.135 -0.071 -0.08
C -0.853 3.060 1.912 0.432 -0.301 -0.134 -0.66
C 0.331 4.013 1.852 0.019 -0.004 -0.103 -0.08
C -2.173 3.788 1.681 -0.117 -0.101 -0.172 -0.05
P -0.649 1.703 0.577 -1.258 0.653 -0.382 1.34
C -2.192 0.760 0.681 0.610 0.059 0.174 -0.42
C -2.240 -0.171 1.724 -0.032 0.190 0.100 -0.18
C -3.398 -0.876 1.986 -0.004 -0.002 0.051 -0.04
C -4.517 -0.683 1.190 0.131 0.065 0.074 -0.04
C -4.467 0.219 0.138 -0.087 0.065 -0.104 -0.05
C -3.315 0.939 -0.126 0.066 0.069 -0.054 -0.08
C -0.235 2.276 -1.196 0.098 -0.239 0.474 -0.66
C 1.250 2.634 -1.247 -0.031 0.074 0.139 -0.08
C -0.472 1.074 -2.104 -0.018 -0.052 0.162 -0.12
C -1.086 3.470 -1.615 -0.075 0.058 0.151 -0.06
H -0.895 3.114 4.054 0.023 0.115 0.029 0.10
H -0.015 1.724 3.415 0.063 -0.050 0.086 0.06
H -1.789 1.764 3.383 -0.022 -0.072 0.054 0.08
H 0.246 4.744 2.655 -0.034 0.021 0.068 0.10
H 0.361 4.564 0.916 0.049 0.071 -0.074 0.07
H 1.271 3.479 1.982 0.148 0.006 0.014 0.08
H -2.333 4.460 2.524 0.034 0.071 0.087 0.11
H -3.010 3.094 1.647 -0.071 0.033 0.032 0.08
H -2.173 4.388 0.776 0.005 0.042 -0.073 0.08
H -1.354 -0.342 2.319 -0.091 -0.022 0.072 0.03
H -3.426 -1.565 2.816 -0.010 -0.134 0.035 0.12
H -5.428 -1.221 1.399 -0.099 -0.079 0.000 0.12
H -5.344 0.383 -0.471 -0.059 0.014 -0.069 0.12
H -3.321 1.660 -0.926 0.011 0.043 -0.132 0.10
H 1.862 1.786 -0.944 0.080 -0.074 0.012 0.05
H 1.491 3.489 -0.623 0.072 0.088 0.084 0.07
H 1.515 2.895 -2.270 -0.014 -0.008 -0.119 0.10
H 0.177 0.249 -1.812 -0.007 -0.086 -0.064 0.01
H -0.234 1.346 -3.130 0.040 0.128 -0.115 0.11
H -1.501 0.731 -2.073 -0.067 -0.081 -0.075 0.06
H -0.813 4.372 -1.073 -0.039 0.081 0.052 0.08
H -2.151 3.291 -1.491 -0.055 0.057 -0.025 0.08
H -0.906 3.660 -2.673 0.044 -0.013 -0.099 0.11
```
Forces are in eV/Å.

Output
HOMO energy (alpha / beta) in eV: -12.57 / -12.57
Multiplicity: 2
Expectation value of S²: 0.779
Net charge: +2
Energy above the lowest of the compared OMol25 structures with the same formula, charge and spin in kcal per mole: 94.5
Orbital gap (alpha / beta) in eV: 4.8 / 4.2

2.
Density functional theory data (wB97M-V/def2-TZVPD) for C29H38AuN2PS as an isolated structure.

```
72
Properties=species:S:1:pos:R:3:forces:R:3:lowdin_charge:R:1
Au -0.814 -0.232 -1.314 -0.123 -0.554 -0.431 1.01
C 0.925 2.235 5.398 -0.163 -0.110 -0.113 -0.03
C 0.304 0.923 4.873 0.126 0.173 0.415 -0.56
C 0.284 -0.106 6.020 -0.085 0.019 -0.183 -0.03
C -1.138 1.201 4.453 0.063 -0.033 -0.058 -0.07
C 1.156 0.406 3.730 0.024 -0.079 -0.230 -0.15
C 2.500 0.043 3.977 -0.084 0.025 -0.087 0.00
C 3.338 -0.429 2.993 0.171 -0.053 0.039 -0.05
C 2.831 -0.559 1.703 -0.432 0.141 0.020 -0.45
S 3.600 -1.139 0.269 -0.318 0.021 -0.368 1.17
C 2.110 -0.870 -0.610 0.756 -0.070 0.757 -0.54
N 1.153 -0.389 0.113 -0.451 0.119 -0.015 0.01
C 1.500 -0.201 1.428 0.786 -0.121 0.172 -0.29
C 0.672 0.285 2.440 -0.099 0.046 0.054 0.04
C 1.910 -1.233 -2.010 -0.362 0.083 0.019 -0.26
C 2.938 -1.767 -2.794 -0.259 0.033 -0.010 -0.01
C 2.703 -2.160 -4.100 -0.042 -0.033 -0.167 -0.02
C 1.438 -2.034 -4.656 0.260 -0.054 0.166 -0.03
C 0.395 -1.500 -3.903 -0.836 0.188 -0.059 -0.08
C 0.656 -1.120 -2.616 0.201 0.533 0.326 -0.18
H 0.298 2.636 6.195 0.033 0.038 0.001 0.09
H 0.992 2.977 4.600 -0.005 0.032 0.037 0.09
H 1.923 2.079 5.805 0.025 -0.014 -0.009 0.08
H -0.378 0.252 6.810 0.013 -0.028 0.026 0.09
H 1.269 -0.257 6.459 0.029 -0.002 -0.022 0.08
H -0.087 -1.070 5.668 -0.012 -0.002 0.046 0.09
H -1.703 1.544 5.319 -0.022 0.012 -0.015 0.09
H -1.624 0.299 4.074 -0.030 0.017 0.001 0.09
H -1.192 1.984 3.692 -0.023 -0.003 0.000 0.08
H 2.891 0.141 4.980 0.021 -0.007 0.017 0.12
H 4.362 -0.696 3.217 -0.019 0.011 0.038 0.12
H -0.346 0.559 2.187 0.008 -0.023 0.065 0.10
H 3.924 -1.870 -2.358 0.020 -0.029 0.008 0.11
H 3.506 -2.575 -4.692 0.023 0.029 0.025 0.13
H 1.247 -2.340 -5.676 -0.022 -0.014 -0.004 0.13
H -0.590 -1.404 -4.343 0.041 0.034 0.033 0.12
C -2.908 -6.085 0.481 -0.015 -0.030 0.027 -0.01
C -2.394 -4.730 0.121 0.043 0.071 -0.012 -0.22
C -1.097 -4.536 -0.352 -0.112 0.061 0.058 0.02
C -0.672 -3.270 -0.690 -0.001 -0.046 0.078 -0.10
N -1.462 -2.192 -0.576 0.468 0.196 -0.428 -0.08
C -2.706 -2.362 -0.104 -0.119 0.181 -0.026 -0.11
C -3.199 -3.596 0.251 0.081 -0.021 0.018 0.01
H -2.177 -6.861 0.270 -0.009 -0.006 0.006 0.09
H -3.822 -6.302 -0.075 0.003 -0.009 0.007 0.10
H -3.159 -6.120 1.542 -0.002 -0.014 -0.006 0.10
H -0.419 -5.371 -0.459 0.011 0.009 -0.023 0.13
H 0.327 -3.101 -1.067 0.004 -0.047 0.025 0.10
H -3.316 -1.470 -0.017 -0.043 -0.046 -0.006 0.12
H -4.210 -3.678 0.625 -0.008 0.020 -0.009 0.13
C -1.699 3.379 -0.103 -0.020 -0.015 -0.088 -0.13
C -0.470 3.243 -1.003 -0.137 -0.448 0.230 -0.37
P -0.593 1.922 -2.254 0.687 -0.039 -0.688 0.89
C 0.977 1.955 -3.207 -0.135 0.060 0.062 -0.37
C 1.627 3.322 -3.428 -0.076 0.022 0.037 -0.11
C -1.960 2.330 -3.402 0.062 -0.297 0.194 -0.37
C -1.680 3.472 -4.378 -0.028 0.033 0.052 -0.12
H -1.541 4.186 0.610 -0.003 -0.025 0.025 0.09
H -1.889 2.465 0.465 0.003 -0.003 0.030 0.06
H -2.596 3.621 -0.673 0.002 -0.006 0.012 0.07
H 0.418 3.011 -0.408 0.042 0.077 -0.037 0.09
H -0.279 4.169 -1.547 0.044 -0.024 -0.068 0.09
H 0.747 1.463 -4.157 0.047 -0.014 0.008 0.09
H 1.675 1.305 -2.679 -0.014 0.002 -0.013 0.07
H 0.958 4.041 -3.893 -0.013 0.015 -0.006 0.06
H 2.484 3.200 -4.088 0.015 0.000 0.024 0.09
H 1.988 3.741 -2.489 0.007 0.022 -0.013 0.08
H -2.840 2.546 -2.792 -0.001 -0.060 0.026 0.08
H -2.174 1.408 -3.949 -0.062 0.008 0.006 0.08
H -1.369 4.385 -3.872 0.011 0.010 -0.008 0.08
H -2.598 3.699 -4.919 0.007 -0.009 -0.011 0.09
H -0.926 3.192 -5.112 0.046 0.047 0.021 0.08
```
Forces are in eV/Å.

Output
HOMO energy in eV: -13.60
Multiplicity: 1
Net charge: +2
Orbital gap in eV: 5.2

3.
Density functional theory data (wB97M-V/def2-TZVPD) for C29H38BaN4O2P2 as an isolated structure.

```
76
Properties=species:S:1:pos:R:3:forces:R:3:lowdin_charge:R:1
Ba -1.864 -2.732 -1.386 0.286 -0.076 1.498 1.82
C -1.450 -5.631 -5.325 0.487 -0.006 -0.275 -0.13
C -0.773 -4.566 -5.764 0.070 -0.526 -0.492 -0.13
C -1.351 -3.648 -6.819 0.496 0.485 -0.164 -0.17
C -2.844 -3.263 -6.587 -0.368 0.298 -0.647 -0.17
C -3.285 -3.070 -5.137 0.101 -0.374 -0.257 -0.10
C -3.834 -4.079 -4.448 0.076 -0.064 -0.906 -0.12
C -4.033 -5.425 -5.129 -0.202 -1.040 0.139 -0.17
C -2.774 -6.049 -5.861 -0.962 -0.244 -0.263 -0.18
C -1.582 0.591 0.943 -2.076 0.477 1.286 -0.29
H -1.034 -6.317 -4.588 0.040 0.161 -0.208 0.10
H 0.261 -4.359 -5.442 -0.761 -0.244 -0.150 0.11
H -1.228 -4.101 -7.833 -0.264 0.187 0.656 0.13
H -0.725 -2.733 -6.876 -0.382 -0.344 0.174 0.11
H -3.056 -2.347 -7.175 0.185 -0.294 0.463 0.12
H -3.466 -4.034 -7.082 0.177 0.536 0.495 0.10
H -3.157 -2.077 -4.704 -0.045 -0.105 0.015 0.08
H -4.220 -3.967 -3.429 0.076 0.128 -0.248 0.08
H -4.851 -5.391 -5.888 0.465 0.245 0.547 0.12
H -4.381 -6.185 -4.402 0.152 0.540 -0.143 0.10
H -2.859 -7.150 -5.795 0.008 0.468 0.074 0.12
H -2.857 -5.828 -6.938 0.216 -0.092 0.438 0.10
H -1.413 -0.523 1.250 0.278 2.181 -0.688 0.02
H -2.641 0.823 1.152 0.202 0.135 0.837 -0.06
H -0.980 1.338 1.583 -0.455 -1.277 -1.350 0.04
P -1.685 0.625 -1.206 1.202 -1.293 1.060 0.94
P 1.385 -0.754 -2.272 -0.321 1.433 1.749 1.05
N -3.430 -0.259 -1.294 0.140 0.112 2.181 -0.27
N -2.358 2.174 -1.641 -0.137 0.818 0.485 -0.25
N 1.040 -2.458 -2.397 -0.808 -2.244 1.126 -0.26
N 2.986 -0.700 -2.851 0.878 0.550 0.047 -0.28
C -1.339 -0.136 -2.956 -1.234 0.432 -3.080 -0.53
C 0.129 -0.121 -3.518 0.221 -0.354 -0.143 -0.36
C -3.852 -0.864 -0.093 -0.111 -0.599 -0.607 -0.33
C -5.089 -1.450 -0.272 0.022 0.018 0.228 -0.12
C -5.526 -1.090 -1.579 0.329 0.264 -0.562 -0.10
C -4.527 -0.313 -2.171 0.631 -0.630 0.795 -0.13
C -2.951 3.010 -0.672 0.522 0.601 -0.923 -0.13
C -3.101 4.284 -1.210 0.708 -0.964 -0.647 -0.09
C -2.600 4.236 -2.578 0.249 -1.156 0.689 -0.09
C -2.172 2.929 -2.812 -0.209 0.441 0.957 -0.14
C 1.429 -3.366 -1.349 -1.232 0.609 -1.611 -0.08
C 0.870 -4.604 -1.631 -0.570 0.528 0.086 -0.11
C 0.182 -4.497 -2.875 -0.021 0.684 -0.306 -0.20
C 0.191 -3.161 -3.261 1.752 -0.465 -0.054 -0.35
C 3.703 -1.331 -3.872 1.171 1.338 0.446 -0.12
C 5.007 -0.812 -3.833 -1.685 -0.580 0.047 -0.10
C 5.097 0.115 -2.754 -1.263 0.010 0.347 -0.10
C 3.866 0.180 -2.129 -0.057 -0.815 -1.300 -0.11
H -2.015 0.371 -3.666 0.279 -0.166 -0.664 0.04
H -1.811 -1.148 -2.994 0.611 0.922 -0.488 -0.10
H 0.256 -0.747 -4.427 -0.394 0.693 0.110 0.06
H 0.426 0.930 -3.764 -0.153 -0.836 0.231 0.09
H -3.259 -0.815 0.820 -0.232 -0.154 -0.574 0.06
H -5.646 -2.008 0.499 0.356 0.453 -0.634 0.11
H -6.481 -1.364 -2.027 0.340 0.266 0.089 0.10
H -4.523 0.269 -3.086 0.063 -0.345 0.051 0.11
H -3.153 2.628 0.322 0.029 0.155 -0.308 0.09
H -3.434 5.175 -0.682 -0.073 -0.404 -0.180 0.09
H -2.474 5.066 -3.272 -0.273 -0.340 0.228 0.09
H -1.735 2.431 -3.668 -0.048 0.398 0.047 0.08
H 2.032 -2.996 -0.547 0.195 0.315 0.580 0.10
H 0.695 -5.456 -0.973 1.012 0.183 -0.171 0.11
H -0.118 -5.307 -3.529 -0.318 0.357 0.826 0.06
H -0.231 -2.685 -4.132 0.174 -0.049 -0.053 0.08
H 3.220 -2.052 -4.528 0.221 0.247 0.209 0.10
H 5.796 -1.049 -4.518 0.173 -0.209 -0.119 0.08
H 5.954 0.695 -2.465 0.140 -0.047 0.030 0.09
H 3.498 0.746 -1.265 0.214 -0.513 -0.491 0.10
C 2.026 0.652 1.871 0.470 0.462 0.203 -0.05
C 1.849 -0.725 1.232 0.937 -0.621 -0.192 -0.77
O 2.975 -1.272 1.022 -1.385 -0.212 -0.420 -0.10
O 0.696 -1.175 0.953 0.474 -0.156 -0.023 -0.16
H 2.938 0.564 2.523 -0.887 0.479 -0.709 0.08
H 1.185 1.059 2.423 -0.245 -0.348 0.261 0.04
H 2.168 1.397 1.060 0.340 -0.424 0.320 0.07
```
Forces are in eV/Å.

Output
HOMO energy (alpha / beta) in eV: -4.98 / -4.98
Multiplicity: 1
Orbital gap (alpha / beta) in eV: 3.9 / 3.9

Which molecular weight belongs to each record? In order, 760.966 674.645 673.925 Da.